No. 1
Formula: C2H2Cl2O2
Source: OMol25
Level of theory: ωB97M-V/def2-TZVPD

Last column: Löwdin spin population.
Geometry (Å):
Cl1 -1.95441 1.44815 0.48595  0.16
Cl2 0.39053 1.60425 2.15896  0.17
O1 0.15228 -1.64601 -1.44252  0.10
O2 -0.13396 -0.23314 -1.25351  0.23
C1 -0.34928 0.94010 0.78370  0.69
C2 0.52563 0.25730 -0.21753  0.62
H1 1.36672 -0.40268 0.03204  0.03
H2 0.00249 -1.96797 -0.54709  0.01

The multiplicity is 3. As for the expectation value of S²: 2.011. The total charge is 0. The calculation puts the HOMO-LUMO gap (spin up / spin down) at 7.39 / 9.44 eV. The HOMO energy (spin up / spin down) comes out at -6.79 / -11.43 eV.


No. 2
Formula: C2H2Cl2O2S
Source: OMol25
Level of theory: ωB97M-V/def2-TZVPD

Last column: natural (NBO) charge in e.
Geometry (Å):
Cl1 0.62101 -2.74169 1.04645  0.09
Cl2 -1.73683 -1.47449 -0.25018  0.04
S1 0.00246 1.58268 -0.40076  2.01
O1 0.22286 1.19720 -1.78580  -0.86
O2 0.05588 2.95557 -0.01958  -0.85
C1 0.42904 0.52424 0.77387  -0.62
C2 -0.02795 -1.50582 0.04056  -0.28
H1 0.04289 0.86156 1.65694  0.20
H2 0.39065 -1.39926 -1.06151  0.26

The multiplicity is 1. The total charge is 0. The calculation puts the HOMO-LUMO gap (spin up / spin down) at 8.66 / 8.66 eV. The HOMO energy (spin up / spin down) comes out at -9.90 / -9.90 eV.


No. 3
Formula: C2H2Cl2P
Source: OMol25
Level of theory: ωB97M-V/def2-TZVPD

Last column: natural (NBO) charge in e.
Geometry (Å):
Cl1 2.21808 -0.81092 -1.36539  -0.09
Cl2 0.07133 2.77512 -0.63525  -0.23
P1 1.29980 0.18977 0.06642  1.19
C1 -0.85439 -1.73282 0.72105  0.13
C2 0.03629 -0.97034 0.38602  -0.61
H1 -1.45337 -2.31074 1.37499  0.27
H2 -1.31774 2.85992 -0.54785  0.34

The multiplicity is 1. The total charge is +1. The calculation puts the HOMO-LUMO gap at 8.04 eV. The HOMO energy comes out at -15.81 eV.


No. 4
Formula: C2H2Cl3NO
Source: OMol25
Level of theory: ωB97M-V/def2-TZVPD

Last column: Löwdin spin population.
Geometry (Å):
Cl1 2.38261 -1.88254 0.57272  0.00
Cl2 2.77084 0.95166 0.93647  0.00
Cl3 -4.32620 -0.55372 0.03720  0.38
O1 -2.96859 0.59590 1.82862  0.78
N1 -3.09382 -0.45018 1.33450  0.84
C1 0.46635 -0.09255 0.04655  0.00
C2 1.70248 -0.30605 0.45970  0.00
H1 -0.16620 -0.91365 -0.23968  0.00
H2 0.06141 0.90084 -0.00941  0.00

The multiplicity is 3. As for the expectation value of S²: 2.011. The total charge is 0. The calculation puts the HOMO-LUMO gap (spin up / spin down) at 9.46 / 6.62 eV. The HOMO energy (spin up / spin down) comes out at -9.08 / -9.80 eV.


No. 5
Formula: C2H2Cl3NS
Source: OMol25
Level of theory: ωB97M-V/def2-TZVPD

Last column: natural (NBO) charge in e.
Geometry (Å):
Cl1 0.87824 -4.72820 -0.27402  0.01
Cl2 1.27385 -2.73808 1.67190  0.03
Cl3 2.91737 -2.68910 -0.72935  0.02
S1 -0.67259 -0.01011 0.70606  0.11
N1 -1.99796 0.15411 1.40298  -0.44
C1 -3.00849 0.40583 2.00692  0.06
C2 1.32378 -3.04415 -0.08137  -0.32
H1 0.63699 -2.47568 -0.80579  0.25
H2 -3.65823 0.97672 2.68963  0.26

The multiplicity is 1. The total charge is 0. The calculation puts the HOMO-LUMO gap at 8.89 eV. The HOMO energy comes out at -8.80 eV. The SMILES is C#[N+][S-].ClC(Cl)Cl.


No. 6
Formula: C2H2Cl3O2S
Source: OMol25
Level of theory: ωB97M-V/def2-TZVPD

Last column: natural (NBO) charge in e.
Geometry (Å):
Cl1 -2.23354 1.68572 -0.86551  -0.31
Cl2 0.21268 1.11786 1.92727  -0.14
Cl3 -1.83529 -0.74149 1.48861  -0.04
S1 1.50855 -1.64307 0.01183  1.60
O1 2.61502 -0.99762 0.67062  -0.93
O2 1.36470 -1.37842 -1.40558  -0.96
C1 -0.46520 -0.05484 0.72250  -0.37
C2 -0.58653 0.62528 -0.57900  -0.36
H1 0.02092 1.55925 -0.60508  0.26
H2 -0.60129 -0.17268 -1.36565  0.25

The multiplicity is 1. The total charge is -1. The calculation puts the HOMO-LUMO gap at 7.25 eV. The HOMO energy comes out at -3.85 eV.


No. 7
Formula: C2H2ClF
Source: OMol25
Level of theory: ωB97M-V/def2-TZVPD

Last column: natural (NBO) charge in e.
Geometry (Å):
Cl1 3.09425 0.00924 0.04875  0.13
F1 -0.12478 2.31233 0.21835  -0.56
C1 0.80960 -1.59135 -0.33575  -0.25
C2 1.68312 -0.78672 -0.10186  -0.13
H1 0.12534 3.09062 -0.22959  0.56
H2 -0.17532 -2.05882 -0.26034  0.25

The multiplicity is 1. The total charge is 0. The calculation puts the HOMO-LUMO gap at 10.68 eV. The HOMO energy comes out at -9.99 eV. The SMILES is C#CCl.F.


No. 8
Formula: C2H2ClFS
Source: OMol25
Level of theory: ωB97M-V/def2-TZVPD

Last column: natural (NBO) charge in e.
Geometry (Å):
Cl1 1.70469 -1.01147 -0.08086  0.07
S1 -2.08818 -0.49230 -0.21138  0.14
F1 0.83244 1.51647 -0.05765  -0.36
C1 0.54411 0.15395 -0.33969  0.05
C2 -0.72667 -0.10559 0.51086  -0.32
H1 -0.48542 -0.30274 1.58088  0.21
H2 0.21905 0.24168 -1.40215  0.20

The multiplicity is 1. The total charge is 0. The calculation puts the HOMO-LUMO gap at 8.57 eV. The HOMO energy comes out at -9.38 eV. The SMILES is F[C@@H](Cl)C=S.


No. 9
Formula: C2H2ClI
Source: OMol25
Level of theory: ωB97M-V/def2-TZVPD

Last column: natural (NBO) charge in e.
Geometry (Å):
I1 0.18470 3.13804 -0.02683  0.30
Cl1 1.76040 -2.10724 -1.12795  -0.27
C1 -0.51168 1.35010 0.54868  -0.27
C2 -0.84185 0.18347 0.57412  -0.25
H1 -1.09595 -0.67244 1.00510  0.22
H2 0.50438 -1.89193 -0.97311  0.27

The multiplicity is 1. The total charge is 0. The calculation puts the HOMO-LUMO gap at 10.00 eV. The HOMO energy comes out at -9.76 eV. The SMILES is C#CI.Cl.


No. 10
Formula: C2H2ClI
Source: OMol25
Level of theory: ωB97M-V/def2-TZVPD

Last column: natural (NBO) charge in e.
Geometry (Å):
I1 1.54380 1.93190 0.54944  0.18
Cl1 -1.39018 -1.55978 -0.48721  0.02
C1 0.47508 0.32623 -0.15468  -0.40
C2 -0.41618 -0.44502 0.38167  -0.26
H1 0.78375 0.33175 -1.29830  0.24
H2 -0.45213 -0.51395 1.44141  0.22

The multiplicity is 1. The total charge is 0. The calculation puts the HOMO-LUMO gap at 9.58 eV. The HOMO energy comes out at -9.24 eV. The SMILES is Cl/C=C/I.


No. 11
Formula: C2H2ClINO2
Source: OMol25
Level of theory: ωB97M-V/def2-TZVPD

Last column: natural (NBO) charge in e.
Geometry (Å):
I1 3.73661 0.86711 -2.75540  -0.99
Cl1 -2.73313 -0.07486 -0.83510  0.17
O1 1.19993 2.66049 -0.44044  -0.51
O2 1.90897 1.11410 1.08070  -0.53
N1 -2.87253 -1.42017 0.07966  -0.40
C1 -1.28510 -1.55312 0.80304  -0.13
C2 1.63538 1.88596 0.29087  1.04
H1 -1.19125 -2.42831 1.40574  0.16
H2 -0.39888 -1.05121 0.37093  0.20

The multiplicity is 1. The total charge is -1. The calculation puts the HOMO-LUMO gap (spin up / spin down) at 5.14 / 4.91 eV. The HOMO energy (spin up / spin down) comes out at -3.47 / -3.47 eV.


No. 12
Formula: C2H2ClIO
Source: OMol25
Level of theory: ωB97M-V/def2-TZVPD

Last column: natural (NBO) charge in e.
Geometry (Å):
I1 -1.69735 -1.04678 -1.44332  0.13
Cl1 -0.75322 1.91506 -0.11504  0.03
O1 1.01995 0.44705 1.46717  -0.48
C1 0.42671 -0.33358 0.82020  0.40
C2 -0.21878 0.26571 -0.48981  -0.50
H1 0.85354 0.24105 -1.24132  0.27
H2 0.36916 -1.48852 1.00212  0.14

The multiplicity is 1. The total charge is 0. The calculation puts the HOMO-LUMO gap at 9.73 eV. The HOMO energy comes out at -10.00 eV. The SMILES is O=C[C@H](Cl)I.


Largest force on an atom across the listed records, respectively: 0.03067, 0.10637, 0.04844, 0.05655, 0.15957, 0.04086, 0.02928, 0.10061, 0.08348, 0.09957, 0.14424, 0.07788 Eh/bohr.